[1]
{
  "formula": "C5H8O",
  "method": "ωB97M-V with the def2-TZVPD basis set",
  "max_force_ha_per_bohr": 0.00887,
  "lumo_ev": 0.793,
  "de_lowest_kcal_mol": 157.26,
  "homo_energy_ev": -7.14,
  "symbols": ["C", "C", "C", "C", "O", "C", "H", "H", "H", "H", "H", "H", "H", "H"],
  "xyz": [[-0.858, -0.827, -0.322], [0.181, 0.074, -0.918], [-0.760, 0.974, -0.196], [-0.142, 0.197, 1.589], [0.974, -0.504, 1.214], [1.443, -0.043, -0.053], [-1.787, -0.951, -0.871], [-0.550, -1.685, 0.264], [0.351, 0.136, -1.993], [-1.724, 1.107, -0.691], [-0.443, 1.926, 0.217], [-0.780, -0.527, 2.136], [2.141, -0.799, -0.420], [1.956, 0.922, 0.044]]
}

***

[2]
{
  "formula": "C5H8O",
  "method": "ωB97M-V with the def2-TZVPD basis set",
  "max_force_ha_per_bohr": 0.01201,
  "lumo_ev": 0.816,
  "de_lowest_kcal_mol": 130.89,
  "homo_energy_ev": -7.65,
  "symbols": ["C", "C", "O", "C", "C", "C", "H", "H", "H", "H", "H", "H", "H", "H"],
  "xyz": [[1.662, 0.296, -1.352], [-0.121, 0.263, -1.134], [0.476, -0.902, -1.144], [-0.833, 0.540, 0.151], [-1.558, -0.640, 0.768], [-0.348, -0.101, 1.436], [1.795, 0.457, -2.415], [1.722, 1.226, -0.770], [2.403, -0.388, -0.918], [-1.315, 1.511, 0.222], [-1.452, -1.585, 0.239], [-2.534, -0.458, 1.206], [-0.459, 0.472, 2.352], [0.563, -0.691, 1.361]]
}

***

[3]
{
  "formula": "C5H8O",
  "method": "ωB97M-V with the def2-TZVPD basis set",
  "max_force_ha_per_bohr": 0.05717,
  "lumo_ev": 1.092,
  "de_lowest_kcal_mol": 55.17,
  "homo_energy_ev": -9.54,
  "symbols": ["C", "O", "C", "C", "C", "C", "H", "H", "H", "H", "H", "H", "H", "H"],
  "xyz": [[-0.684, 1.015, 0.758], [-1.577, 0.261, -0.070], [-1.000, -0.987, -0.402], [0.480, -0.819, -0.304], [1.230, 0.413, -0.790], [0.685, 0.370, 0.607], [-0.698, 2.063, 0.413], [-1.050, 0.992, 1.790], [-1.475, -1.315, -1.327], [-1.034, -1.994, 0.283], [0.686, -1.863, -0.032], [0.753, 1.136, -1.462], [2.309, 0.366, -0.926], [1.350, 0.340, 1.467]]
}

***

[4]
{
  "formula": "C5H8O",
  "method": "ωB97M-V with the def2-TZVPD basis set",
  "max_force_ha_per_bohr": 0.01142,
  "lumo_ev": 1.175,
  "de_lowest_kcal_mol": 81.44,
  "homo_energy_ev": -8.40,
  "symbols": ["C", "C", "C", "C", "C", "O", "H", "H", "H", "H", "H", "H", "H", "H"],
  "xyz": [[0.551, -1.648, -1.198], [0.881, -1.734, 0.242], [0.799, -0.365, -0.431], [-0.390, 0.368, 0.024], [-1.024, 2.457, 0.817], [-0.031, 1.618, 0.224], [-0.471, -1.844, -1.504], [1.315, -1.927, -1.917], [1.869, -2.065, 0.545], [0.078, -1.966, 0.935], [1.738, 0.162, -0.606], [-1.885, 1.845, 1.095], [-1.311, 3.232, 0.102], [-0.571, 2.919, 1.697]]
}